# C39H102N10O15

A cluster of 9 separate species, C39H102N10O15 in total (wB97M-V/def2-TZVPD, OMol25).

Computed properties:
HOMO-LUMO gap	0.3039	Ha
calculated total energy	-87701.365	eV
highest occupied orbital energy	-7.9	eV
ΔE to the lowest compared entry with this formula, charge and spin	426.04	kJ/mol

Last column: Löwdin charge in e.
Geometry (Å):
C 0.0942 9.2262 -3.4159  -0.130
O 0.5263 9.0191 -2.0878  -0.186
C 1.3148 7.8560 -1.9270  -0.219
C 0.6640 6.5542 -2.3754  -0.203
N 0.8614 6.2032 -3.7853  -0.052
C -0.1299 5.2633 -4.3504  -0.203
C -0.1823 3.8969 -3.7091  -0.248
O -0.4562 3.8766 -2.3250  -0.178
C -0.0979 2.6300 -1.7516  -0.085
H -0.6384 8.5148 -3.8061  0.074
H 0.9106 9.1510 -4.1425  0.083
H -0.3163 10.2311 -3.4812  0.081
H 1.5780 7.7834 -0.8714  0.118
H 2.2638 8.0355 -2.4514  0.120
H -0.4042 6.6005 -2.1559  0.128
H 1.1193 5.7371 -1.8064  0.100
H 1.6555 5.5613 -3.8998  0.059
H 0.0793 5.2047 -5.4201  0.116
H -1.1415 5.6863 -4.2816  0.114
H 0.6637 3.2965 -4.0681  0.097
H -1.0520 3.3615 -4.1307  0.123
H 0.9491 2.4126 -1.9797  0.075
H -0.8260 1.8418 -1.9462  0.069
H -0.1206 2.7854 -0.6696  0.084
C -0.8392 -3.7901 9.8609  -0.095
O -1.3825 -3.8041 8.5443  -0.204
C -2.4264 -2.8455 8.3741  -0.216
C -2.2053 -2.2225 6.9838  -0.200
N -1.9602 -3.2192 5.9567  -0.075
C -1.4263 -2.6925 4.6796  -0.157
C -0.8126 -3.8499 3.8936  -0.228
O 0.4583 -4.1871 4.4057  -0.163
C 1.2159 -4.8843 3.4476  -0.124
H -1.6589 -3.9399 10.5686  0.087
H -0.3319 -2.8508 10.0894  0.088
H -0.1421 -4.6181 9.9626  0.087
H -2.5365 -2.0885 9.1536  0.121
H -3.3923 -3.3603 8.4298  0.103
H -1.3137 -1.6095 7.1848  0.120
H -3.0817 -1.5937 6.8019  0.121
H -1.2766 -3.7893 6.4530  0.111
H -0.6238 -1.9811 4.9112  0.115
H -2.1937 -2.0980 4.1879  0.113
H -0.7826 -3.5447 2.8404  0.096
H -1.5262 -4.6799 3.8673  0.127
H 0.6816 -5.6892 2.9351  0.084
H 2.0802 -5.3233 3.9463  0.086
H 1.6205 -4.2043 2.6889  0.084
C -7.7627 -5.2960 7.4783  -0.118
O -6.8062 -6.3420 7.3977  -0.173
C -5.9404 -6.2169 6.3006  -0.230
C -4.7979 -5.2008 6.5096  -0.193
N -4.4842 -4.4610 5.2744  -0.055
C -5.5481 -3.5484 4.8975  -0.225
C -5.6836 -3.4065 3.3846  -0.228
O -4.5207 -2.7107 2.9251  -0.200
C -4.6051 -2.4749 1.5272  -0.102
H -8.4604 -5.5320 8.2817  0.084
H -8.4218 -5.0194 6.6499  0.086
H -7.1887 -4.4146 7.7776  0.076
H -6.4669 -6.1170 5.3418  0.115
H -5.4896 -7.1853 6.0545  0.119
H -3.8883 -5.6904 6.8584  0.116
H -5.0071 -4.4152 7.2493  0.094
H -3.6174 -3.9368 5.4829  0.055
H -5.3513 -2.5203 5.2361  0.119
H -6.5358 -3.7788 5.3027  0.103
H -6.5314 -2.7524 3.1505  0.119
H -5.8953 -4.4029 2.9852  0.121
H -5.2210 -3.2091 1.0091  0.087
H -3.5906 -2.5321 1.1239  0.060
H -4.9278 -1.4432 1.3561  0.090
C 4.1107 2.9052 -7.5362  -0.121
O 4.9825 3.5430 -6.6376  -0.184
C 4.3633 4.3435 -5.6401  -0.198
C 3.4761 3.5361 -4.6671  -0.211
N 3.2005 4.3074 -3.4568  -0.050
C 4.3615 4.3265 -2.5210  -0.164
C 4.1366 3.5081 -1.2625  -0.211
O 2.9223 3.8850 -0.6381  -0.195
C 2.8085 3.4263 0.7020  -0.081
H 3.7160 3.6985 -8.1814  0.097
H 3.3234 2.2606 -7.1285  0.076
H 4.6682 2.1933 -8.1481  0.078
H 3.7549 5.0786 -6.1743  0.123
H 5.0956 4.8669 -5.0308  0.116
H 4.0566 2.6199 -4.4872  0.109
H 2.5969 3.2054 -5.2202  0.099
H 2.4376 3.9446 -2.8950  0.069
H 4.6100 5.3659 -2.3051  0.119
H 5.2021 3.9040 -3.0758  0.114
H 4.9213 3.8626 -0.5807  0.122
H 4.3307 2.4435 -1.4239  0.110
H 2.3230 2.4472 0.7527  0.060
H 2.0915 4.0770 1.2026  0.090
H 3.7691 3.4217 1.2153  0.096
C -0.0047 -5.1433 -1.0154  -0.114
O 0.4000 -3.9702 -1.6762  -0.197
C 1.7825 -3.9847 -1.9661  -0.209
C 2.2160 -2.5795 -2.4563  -0.197
N 2.8330 -1.8381 -1.3821  -0.062
C 3.2365 -0.5028 -1.7938  -0.195
C 4.5045 -0.3596 -2.6727  -0.220
O 5.7202 0.0880 -2.0950  -0.177
C 6.4110 -0.9832 -1.4772  -0.118
H 0.3978 -5.1733 0.0113  0.078
H 0.4795 -6.0556 -1.3870  0.089
H -1.0881 -5.1831 -0.9847  0.091
H 2.0097 -4.7155 -2.7485  0.121
H 2.3589 -4.2424 -1.0706  0.120
H 1.3543 -2.1136 -2.9252  0.088
H 2.9174 -2.7684 -3.2824  0.111
H 3.5689 -2.3499 -0.9187  0.109
H 3.4642 0.1129 -0.9168  0.115
H 2.4072 -0.0572 -2.3427  0.110
H 4.2855 0.5125 -3.3027  0.102
H 4.6318 -1.1663 -3.4026  0.118
H 7.3864 -0.6189 -1.1503  0.087
H 6.5998 -1.8363 -2.1340  0.087
H 5.9796 -1.3768 -0.5500  0.083
C -3.0357 -0.0029 -1.8390  -0.089
O -1.8834 -0.1080 -2.6506  -0.229
C -1.9343 -0.4593 -4.0231  -0.203
C -0.5991 -0.9927 -4.4711  -0.228
N -0.5510 -1.0274 -5.9166  -0.053
C 0.3948 -1.8708 -6.5714  -0.220
C 1.7640 -1.3013 -6.8121  -0.215
O 1.7170 -0.3410 -7.8603  -0.176
C 2.8183 -0.2914 -8.7238  -0.140
H -2.8648 -0.5077 -0.8866  0.067
H -3.9796 -0.2153 -2.3404  0.090
H -3.0520 1.0526 -1.5345  0.082
H -2.0806 0.4976 -4.5302  0.132
H -2.6556 -1.2675 -4.1799  0.132
H -0.2778 -1.8985 -3.9332  0.100
H 0.2103 -0.3324 -4.1191  0.111
H -1.4960 -1.2111 -6.2264  0.110
H 0.0048 -2.2333 -7.5251  0.129
H 0.5925 -2.7583 -5.9374  0.117
H 2.5912 -2.0089 -6.8949  0.123
H 1.9984 -0.6697 -5.9366  0.120
H 2.7132 0.4142 -9.5453  0.090
H 3.1879 -1.2621 -9.0676  0.086
H 3.7564 0.1038 -8.3002  0.064
C -0.4726 -0.4022 1.0911  -0.640
O -1.2215 0.2342 1.8248  0.004
N -0.7099 -1.6886 0.6521  0.179
N 0.7166 0.1123 0.6524  0.192
H -0.1415 -1.8960 -0.1508  0.078
H -1.4081 -2.2867 1.0406  0.068
H 1.3404 -0.4787 0.1313  0.065
H 0.9535 0.9598 1.1430  0.074
C -1.4292 3.4801 3.0806  -0.639
O -0.2789 3.4488 2.6503  0.004
N -1.8298 4.3008 4.1064  0.153
N -2.4495 2.7721 2.5352  0.170
H -1.0723 4.7373 4.6049  0.102
H -2.7656 4.5151 4.3773  0.089
H -2.2175 2.1945 1.7428  0.079
H -3.3948 2.9335 2.8117  0.096
C 1.1239 1.4196 4.5060  -0.181
O 1.9119 1.9563 3.4761  -0.143
H 0.8460 2.2312 5.1857  0.077
H 0.2974 0.7737 4.1871  0.067
H 1.6976 0.6988 5.1010  0.074
H 1.3383 2.5538 2.9692  0.012